{"formula": "C14H15BrN2O4S2", "method": "the ωB97M-V functional and the def2-TZVPD basis", "species": ["C", "O", "C", "C", "C", "C", "C", "N", "C", "O", "C", "C", "N", "S", "O", "O", "C", "C", "C", "C", "Br", "S", "C", "H", "H", "H", "H", "H", "H", "H", "H", "H", "H", "H", "H", "H", "H", "H"], "xyz": [[0.554, 5.138, -0.627], [0.437, 3.862, -0.046], [1.177, 2.841, -0.565], [2.022, 2.945, -1.665], [2.715, 1.826, -2.098], [2.586, 0.604, -1.468], [1.741, 0.498, -0.366], [1.529, -0.696, 0.328], [2.019, -1.934, 0.072], [2.812, -2.223, -0.796], [1.395, -2.978, 1.001], [-0.054, -3.261, 0.558], [-1.015, -3.338, 1.637], [-1.521, -1.891, 2.284], [-0.450, -0.933, 2.367], [-2.262, -2.197, 3.463], [-2.617, -1.339, 1.016], [-2.414, -0.369, 0.081], [-3.514, -0.217, -0.788], [-4.519, -1.086, -0.479], [-6.157, -1.240, -1.360], [-4.147, -2.101, 0.877], [1.044, 1.615, 0.080], [1.581, 5.514, -0.568], [-0.100, 5.787, -0.046], [0.227, 5.137, -1.672], [2.150, 3.881, -2.186], [3.372, 1.914, -2.950], [3.129, -0.258, -1.812], [0.891, -0.614, 1.118], [1.394, -2.594, 2.021], [1.995, -3.886, 0.961], [-0.105, -4.194, -0.007], [-0.413, -2.457, -0.092], [-0.804, -4.018, 2.350], [-1.516, 0.219, 0.024], [-3.560, 0.493, -1.593], [0.400, 1.550, 0.945]], "atomic_forces_ev_per_a": [[0.02, 0.21, -0.11], [0.06, -0.38, 0.09], [0.02, -0.18, 0.01], [-0.11, 0.37, 0.02], [-0.10, -0.05, 0.14], [0.17, -0.18, -0.13], [0.06, 0.28, -0.27], [-0.23, 0.41, 0.33], [-0.07, -0.50, 0.44], [0.16, -0.04, -0.25], [0.13, 0.04, -0.24], [0.22, 0.09, -0.28], [-0.42, 0.56, 0.49], [-0.21, -0.32, -0.56], [-0.04, 0.04, -0.09], [-0.11, -0.21, 0.08], [0.23, -0.22, 0.45], [0.24, -0.10, 0.33], [-0.35, -0.23, 0.02], [0.18, -0.23, 0.32], [-0.01, -0.01, 0.03], [-0.22, 0.40, -0.57], [-0.01, 0.12, -0.02], [-0.04, -0.02, -0.02], [0.06, -0.01, -0.07], [0.03, 0.00, 0.04], [-0.02, 0.11, -0.02], [0.05, 0.00, -0.07], [0.02, -0.03, -0.01], [0.21, -0.15, -0.21], [0.02, -0.04, -0.01], [0.03, 0.11, -0.01], [-0.05, 0.15, 0.01], [0.09, -0.16, -0.16], [-0.10, -0.05, 0.32], [0.23, 0.12, 0.00], [-0.04, 0.10, -0.13], [-0.10, 0.01, 0.13]], "nbo_charge": [-0.25, -0.50, 0.32, -0.34, -0.17, -0.28, 0.17, -0.64, 0.69, -0.60, -0.52, -0.23, -0.86, 2.34, -0.96, -0.92, -0.57, -0.19, -0.29, -0.30, 0.14, 0.54, -0.28, 0.18, 0.20, 0.17, 0.22, 0.21, 0.25, 0.44, 0.23, 0.24, 0.22, 0.22, 0.41, 0.25, 0.25, 0.22], "gap_ev": 8.36, "smiles": "COc1cccc(NC(=O)CCNS(=O)(=O)c2ccc(Br)s2)c1", "homo_ha": -0.308}

{"formula": "C14H15IrN4S", "method": "the ωB97M-V functional and the def2-TZVPD basis", "species": ["Ir", "N", "C", "S", "N", "N", "C", "C", "C", "C", "C", "C", "N", "H", "H", "H", "H", "H", "H", "H", "C", "C", "C", "C", "C", "C", "C", "H", "H", "H", "H", "H", "H", "H", "H"], "xyz": [[0.137, -0.407, -0.016], [2.418, 1.261, -3.189], [1.658, 1.013, -2.135], [1.968, -0.514, -1.241], [0.733, 1.854, -1.760], [0.107, 1.445, -0.619], [-0.593, 2.276, 0.072], [-1.208, 1.770, 1.289], [-1.863, 2.571, 2.200], [-2.285, 2.009, 3.401], [-2.021, 0.676, 3.652], [-1.375, -0.082, 2.685], [-0.993, 0.444, 1.523], [3.141, 0.623, -3.482], [2.324, 2.139, -3.679], [-0.640, 3.311, -0.247], [-2.014, 3.621, 1.988], [-2.797, 2.615, 4.135], [-2.317, 0.210, 4.581], [-1.161, -1.131, 2.836], [-3.746, -1.836, 1.319], [-3.003, -1.325, 0.120], [-1.771, -1.911, -0.268], [-1.166, -1.576, -1.511], [-1.772, -0.585, -2.330], [-2.925, 0.023, -1.909], [-3.542, -0.357, -0.702], [-4.438, -2.623, 1.010], [-4.337, -1.052, 1.790], [-3.082, -2.277, 2.061], [-1.409, -2.782, 0.277], [-0.435, -2.249, -1.942], [-1.336, -0.350, -3.292], [-3.402, 0.764, -2.538], [-4.490, 0.092, -0.430]], "atomic_forces_ev_per_a": [[0.24, -0.37, 0.34], [0.01, 0.02, 0.02], [0.00, -0.01, -0.06], [0.05, 0.12, -0.10], [0.00, -0.15, 0.19], [0.02, 0.09, -0.32], [-0.03, -0.02, 0.11], [0.04, -0.11, 0.00], [0.01, 0.03, -0.04], [-0.04, 0.05, 0.04], [0.00, -0.06, 0.02], [0.03, 0.00, -0.05], [-0.12, 0.21, -0.17], [-0.01, 0.00, 0.00], [0.00, -0.01, -0.01], [-0.02, 0.00, 0.03], [-0.01, 0.00, 0.00], [0.00, 0.00, 0.00], [0.01, -0.01, 0.00], [-0.01, 0.00, 0.02], [0.02, 0.00, 0.02], [-0.05, -0.11, -0.04], [-0.02, 0.14, -0.01], [-0.18, 0.12, -0.01], [-0.03, 0.00, 0.02], [0.02, -0.01, -0.03], [-0.01, -0.02, 0.03], [-0.01, 0.01, -0.01], [0.00, 0.00, 0.00], [0.00, -0.01, 0.00], [0.06, 0.03, 0.01], [0.04, 0.04, 0.01], [0.00, 0.01, -0.01], [-0.01, 0.01, 0.01], [-0.01, 0.01, -0.02]], "lowdin_charge": [1.14, 0.15, -0.73, 0.74, 0.05, -0.22, 0.02, -0.23, 0.04, 0.02, 0.01, -0.08, -0.07, 0.12, 0.14, 0.16, 0.14, 0.14, 0.14, 0.13, -0.02, -0.28, -0.12, -0.22, -0.07, -0.03, 0.00, 0.11, 0.09, 0.08, 0.14, 0.11, 0.13, 0.13, 0.14], "gap_ev": [6.06, 6.02], "homo_ha": [-0.570, -0.570], "total_charge": 2}

{"formula": "C14H15N7O5S2", "method": "the ωB97M-V functional and the def2-TZVPD basis", "species": ["N", "C", "C", "C", "C", "C", "C", "N", "C", "N", "O", "C", "N", "O", "N", "C", "S", "C", "C", "N", "C", "O", "C", "S", "N", "O", "O", "C", "H", "H", "H", "H", "H", "H", "H", "H", "H", "H", "H", "H", "H", "H", "H"], "xyz": [[6.369, 2.081, 0.104], [5.566, 1.991, 0.967], [4.896, 1.921, 2.260], [5.494, 1.731, 3.559], [4.727, 1.681, 4.772], [3.385, 1.775, 4.687], [2.793, 2.033, 3.421], [1.484, 1.826, 3.215], [0.899, 0.513, 3.000], [1.477, -0.735, 3.014], [2.878, -0.797, 3.253], [-0.542, 0.597, 2.846], [-1.199, 1.581, 3.401], [-2.531, 1.408, 2.865], [-2.529, 0.420, 1.833], [-1.395, -0.129, 1.904], [-0.950, -1.509, 0.845], [-1.876, -0.993, -0.736], [-1.252, -1.769, -1.826], [-1.948, -1.598, -3.079], [-2.953, -2.424, -3.526], [-2.942, -3.611, -3.199], [-4.099, -1.832, -4.287], [-3.378, -1.073, -5.649], [-4.731, -0.598, -6.433], [-3.003, -1.853, -6.837], [-2.627, 0.091, -5.314], [3.529, 2.078, 2.195], [6.545, 1.764, 3.652], [5.104, 1.554, 5.745], [2.736, 1.753, 5.638], [0.815, 2.532, 3.344], [3.107, -1.652, 3.751], [-2.950, -1.277, -0.488], [-1.779, 0.125, -0.867], [-1.020, -2.858, -1.463], [-0.307, -1.380, -1.976], [-2.038, -0.662, -3.480], [-4.786, -2.592, -4.648], [-4.761, -1.201, -3.665], [-4.750, -1.318, -7.138], [-4.441, 0.176, -6.903], [2.985, 2.231, 1.245]], "atomic_forces_ev_per_a": [[-2.84, -0.31, 2.21], [3.81, 0.20, -0.96], [0.00, -0.01, 0.84], [-1.31, 0.51, -0.09], [1.17, 0.14, -2.76], [-2.73, 1.19, -0.02], [3.50, -1.16, -0.67], [-4.04, -3.56, -0.63], [4.32, -1.48, 1.29], [-1.82, 3.11, 0.27], [-0.03, -0.33, 0.63], [-0.67, 0.39, -0.36], [-1.98, -2.14, -1.57], [1.57, 0.21, -0.78], [-1.28, 1.44, 2.21], [1.84, -0.96, -0.63], [-0.20, 1.26, -0.34], [-1.54, 0.72, 2.68], [-0.02, -2.49, 0.29], [-1.66, 0.34, -1.31], [1.15, -2.75, 3.03], [-0.55, 1.08, -0.60], [-0.01, -0.88, 0.80], [-1.70, 1.10, -6.11], [-3.24, -0.83, 2.15], [3.13, -2.02, 2.86], [0.86, 0.20, 1.24], [-0.82, 0.30, 1.85], [1.04, -0.32, -0.12], [1.21, -0.16, 0.77], [0.92, -0.16, -1.81], [-0.95, 0.98, 0.20], [-1.32, 1.59, -1.28], [1.26, 0.50, -0.77], [-0.17, -1.23, 0.19], [-1.07, 1.68, -1.31], [2.18, 0.82, -0.29], [0.58, -0.11, 0.63], [0.41, -0.40, -0.23], [0.87, 0.42, -0.47], [-0.83, 0.00, -0.21], [0.57, 3.32, -1.58], [0.40, -0.23, 0.74]], "nbo_charge": [-0.29, 0.27, -0.16, -0.14, -0.22, -0.17, 0.13, -0.64, 0.34, -0.17, -0.59, 0.06, -0.07, -0.19, -0.09, 0.00, 0.25, -0.48, -0.26, -0.62, 0.64, -0.58, -0.79, 2.28, -1.06, -0.93, -0.93, -0.14, 0.22, 0.22, 0.23, 0.42, 0.49, 0.23, 0.23, 0.24, 0.21, 0.41, 0.30, 0.30, 0.40, 0.38, 0.24], "gap_ev": 8.66, "smiles": "N#Cc1cccc(N/C(=N\\O)c2nonc2SCCNC(=O)CS(N)(=O)=O)c1", "homo_ha": -0.335}

For reference, max |F| by record: 0.86; 0.56; 6.44 eV Å⁻¹.